# 1
Computed, not measured: a molecular structure, C47H44DyNO2P2S5, with the ωB97M-V functional and the def2-TZVPD basis.

```
102
Properties=species:S:1:pos:R:3:lowdin_spin:R:1
H 0.331 -3.308 2.968 0.0000
H 3.946 1.004 -4.578 0.0000
H -2.453 -2.562 -2.010 0.0000
C 3.078 4.124 3.277 0.0000
C -2.176 2.044 -3.371 0.0000
H 1.044 -5.978 -2.736 0.0000
C -1.109 -0.109 -3.045 -0.0002
P 0.183 -1.191 -2.274 -0.0122
C 1.347 -0.968 -3.675 -0.0026
H 1.757 -3.559 3.980 -0.0001
H 2.495 0.519 -2.638 -0.0001
C 0.279 -5.232 -2.582 0.0001
C 3.380 -1.137 3.335 -0.0011
O -1.950 -0.148 0.376 -0.0154
Dy 0.296 -0.467 0.459 5.0774
S -0.713 1.675 -1.033 -0.0020
C -1.714 2.157 2.761 0.0002
H 3.162 -4.076 2.148 0.0000
C -0.519 4.824 1.267 -0.0001
H -0.477 4.924 2.343 0.0000
H -3.291 -0.201 -5.635 0.0000
N -2.998 -0.969 0.477 -0.0006
C 1.955 -1.339 -5.971 -0.0001
H 4.442 -3.068 -0.582 -0.0001
H -3.009 -4.959 -1.861 0.0000
H 3.554 -0.908 4.386 -0.0002
C -2.004 -4.655 -2.106 0.0000
H 0.393 -2.391 -4.977 0.0000
C -0.541 3.439 -0.698 0.0006
H 5.066 -0.248 2.340 -0.0001
C -5.156 -2.658 0.644 0.0001
H 2.797 1.744 5.661 0.0000
C 4.004 -0.044 2.476 -0.0009
S 2.197 -2.976 0.268 -0.0073
C -1.284 1.236 -2.681 0.0002
C 2.357 -0.016 -3.572 -0.0002
H 4.438 -2.652 1.132 0.0000
C 3.340 3.426 4.446 0.0001
C 0.610 -3.891 -2.620 -0.0001
C 1.407 -3.145 3.034 0.0003
C -3.007 1.562 4.704 0.0000
H 1.638 -3.589 -2.776 0.0000
H -4.285 0.576 0.102 0.0000
C 3.163 0.266 -4.661 0.0000
H -1.282 -6.662 -2.282 0.0000
C 1.204 2.683 2.816 0.0007
C 1.156 -1.634 -4.884 -0.0006
H -0.742 6.920 0.912 0.0000
C -4.237 -0.483 0.299 0.0001
H -0.701 4.455 -2.580 0.0000
H 3.697 4.962 2.997 0.0000
C -1.796 1.603 4.036 0.0001
H -2.840 3.053 1.158 0.0000
H -6.317 -0.886 0.224 0.0000
C 2.579 2.312 4.767 0.0000
H -3.693 -4.174 1.073 0.0000
H 3.812 -2.109 3.117 0.0000
H 0.991 1.019 4.167 0.0000
C -0.651 4.552 -1.507 0.0001
H 3.902 0.925 2.964 0.0000
C -0.687 5.812 -0.921 0.0001
S 1.554 -1.333 3.151 -0.0080
H -3.546 2.175 -5.012 0.0000
H 1.604 -4.777 1.696 -0.0001
H 1.839 4.317 1.559 0.0000
H 4.146 3.733 5.093 0.0000
C -2.867 1.541 -4.462 0.0001
H 3.734 -0.826 -1.224 0.0001
C 4.146 -0.996 -0.228 0.0000
P -0.178 2.078 1.765 -0.0050
C -1.028 -5.615 -2.325 0.0000
C -5.335 -1.299 0.372 -0.0002
C 3.969 -2.444 0.176 -0.0004
H 3.567 -0.146 -6.723 0.0000
H -5.102 1.975 4.614 0.0000
H 1.788 -1.846 -6.909 0.0000
H -0.762 6.686 -1.549 0.0000
C 2.955 -0.385 -5.867 0.0000
C -1.686 -3.310 -2.177 0.0000
C -0.378 -2.919 -2.452 0.0006
H -1.727 -1.640 -4.400 0.0000
S 3.277 0.231 0.815 -0.0067
H -6.007 -3.318 0.699 0.0000
C 2.132 -3.842 1.888 -0.0002
C -0.657 5.943 0.460 -0.0001
H -2.340 3.061 -3.048 0.0000
C 1.539 1.925 3.938 0.0002
H 5.205 -0.733 -0.222 -0.0001
C -4.160 2.022 4.092 -0.0001
C -2.723 0.208 -4.816 0.0000
S -1.176 -2.798 0.995 -0.0078
H -3.047 1.163 5.707 0.0000
C -1.843 -0.603 -4.120 -0.0001
H -4.989 2.915 2.335 0.0000
H -0.919 1.221 4.531 0.0000
C -2.879 2.621 2.150 -0.0001
C -2.782 -2.280 0.758 0.0000
O 0.705 1.140 -0.935 -0.0067
C -4.091 2.552 2.812 0.0001
C -3.885 -3.139 0.842 -0.0001
C 2.019 3.757 2.464 0.0001
C -0.440 3.559 0.694 -0.0009
```

Its HOMO energy (alpha / beta) is -12.7 / -12.7 eV. Its total energy is -151864.46980 eV. Its multiplicity is 6. The value obtained for the gap between HOMO and LUMO (alpha / beta) is 7.83 / 7.85 eV. The total charge is +2.



# 2
Computed, not measured: a molecular structure, C33H37InN6O3, with the ωB97M-V functional and the def2-TZVPD basis.

```
80
Properties=species:S:1:pos:R:3:mulliken_charge:R:1
H 0.992 -0.848 -4.683 0.4645
H -0.937 -0.636 6.006 0.3547
C -5.863 1.103 -0.283 -0.6218
H -1.155 1.547 3.220 0.2965
H 4.524 3.507 -3.238 0.4001
C -0.915 1.803 -6.772 -0.7027
H 5.838 0.944 1.569 0.3770
N -0.622 -0.355 1.436 -0.7010
C -0.739 -2.552 4.936 -1.1449
H -6.663 -0.445 2.606 0.3900
C 0.777 0.037 -6.663 -0.8452
H -1.279 2.690 -7.237 0.4179
C -0.724 -1.155 5.061 -0.4152
H -2.321 1.761 -3.659 0.5335
N 4.453 -0.736 -0.275 -0.0759
H 3.537 -1.212 -2.142 0.5438
C 3.386 -0.610 -1.224 -0.0059
C -0.837 -4.308 0.842 -1.6194
C 2.557 3.378 -2.460 -0.7803
C 3.129 0.838 -1.632 0.4514
C 4.143 -0.231 0.974 0.6573
C 0.096 1.054 -7.340 -0.2598
In -0.213 0.263 -0.618 1.1044
H 5.140 1.180 -2.337 0.3446
H 1.634 -4.371 2.334 0.3701
C -0.446 -0.976 2.560 0.5212
H 0.660 3.056 -1.537 0.3900
C -0.842 1.769 5.437 -1.8552
H -7.789 0.834 0.729 0.3687
N -3.986 0.027 0.693 -0.0806
O 2.961 -0.057 1.285 -0.3897
H -0.815 -4.248 3.606 0.1866
C 0.920 1.685 3.658 -1.0807
C -4.504 0.697 -0.329 0.7205
C 1.634 2.611 -1.795 -0.2320
H 2.497 -0.972 -0.638 -0.4602
C -6.689 0.678 0.729 -0.3102
C -0.617 0.528 -4.761 0.1084
H -4.232 -0.732 2.576 0.4035
H 0.082 -2.391 0.514 -0.6886
H -0.704 -5.160 1.555 0.3292
C 5.336 0.073 1.901 -1.5399
H 6.066 -0.767 1.886 0.3753
C -0.929 0.314 -3.364 0.8620
N 1.890 1.345 -1.437 0.3171
H -0.960 2.843 5.334 0.4516
H -6.264 1.787 -1.049 0.2935
C 1.552 -3.702 1.442 -1.2201
C -6.120 -0.030 1.783 -0.6376
C 4.115 1.584 -2.300 -0.9423
H -0.861 -3.202 5.835 0.3118
C 3.809 2.872 -2.720 -0.4001
C -0.501 -0.339 3.924 0.0238
H 0.456 1.327 -8.339 0.3239
C -0.639 -3.135 3.660 0.1050
N -2.372 0.811 -1.567 -0.5273
H 4.966 0.204 2.914 0.3298
C -3.629 1.151 -1.398 -0.5383
H 5.397 -0.759 -0.583 0.2644
H -1.898 -4.005 0.896 0.3701
C -0.328 -2.432 2.514 -0.2488
H 2.287 -2.904 1.460 0.1089
C -1.301 1.542 -5.444 0.5259
H -4.123 1.747 -2.191 0.3405
C -0.510 1.183 4.024 1.1249
H 0.020 1.559 6.141 0.3360
C -4.771 -0.337 1.706 -0.1236
H 1.003 2.786 3.691 0.4175
H 1.196 1.415 2.606 0.0227
C 0.111 -3.164 1.270 1.6222
H -1.792 1.430 5.830 0.4717
H 1.727 1.272 4.272 0.2843
H 1.801 -4.295 0.530 0.3943
N -1.866 1.119 -2.831 0.0061
H -0.705 -4.647 -0.204 0.3883
C 0.417 -0.206 -5.326 -0.4565
H 2.293 4.382 -2.821 0.3946
H 1.548 -0.521 -7.191 0.4051
O -2.226 2.266 -4.897 -0.9196
O -0.262 -0.560 -2.663 -0.7818
```

Its HOMO energy (alpha / beta) is -6.6 / -6.3 eV. Its total energy is -55074.47407 eV. The value obtained for the gap between HOMO and LUMO (alpha / beta) is 5.87 / 5.67 eV. Its energy above the lowest of the compared OMol25 structures with the same formula, charge and spin is 216.51 kJ/mol.